{"formula": "C43H48BaClN9O3", "method": "ωB97M-V/def2-TZVPD", "elements": ["Ba", "C", "C", "C", "C", "C", "C", "C", "C", "N", "C", "O", "C", "C", "C", "C", "C", "N", "C", "O", "N", "C", "C", "C", "C", "C", "C", "C", "C", "H", "H", "H", "H", "H", "H", "H", "H", "H", "H", "H", "H", "H", "H", "H", "H", "H", "H", "H", "H", "H", "C", "C", "C", "C", "C", "O", "C", "C", "C", "C", "C", "C", "Cl", "C", "C", "C", "N", "C", "N", "C", "N", "H", "H", "H", "H", "H", "H", "H", "H", "H", "H", "H", "H", "H", "H", "H", "H", "H", "H", "H", "H", "H", "H", "N", "C", "C", "N", "C", "C", "N", "H", "H", "H", "H", "H"], "positions_angstrom": [[-0.60061, 0.17165, 0.26147], [-1.02142, 2.17047, -2.50841], [-2.03319, 1.18214, -3.03719], [-3.19825, 1.65697, -3.62816], [-4.15144, 0.78433, -4.12218], [-3.93189, -0.58076, -4.01976], [-2.77745, -1.09181, -3.44019], [-2.61022, -2.57674, -3.29496], [-1.80137, -0.20216, -2.94816], [-0.68138, -0.64215, -2.23102], [0.19169, -1.51446, -2.74863], [0.24279, -1.96315, -3.89425], [1.21745, -2.02412, -1.73971], [1.92404, -3.18089, -2.03271], [2.78775, -3.69001, -1.07493], [2.92470, -3.04122, 0.14224], [2.19328, -1.88215, 0.36357], [1.37142, -1.39257, -0.57022], [2.32887, -1.18728, 1.71723], [3.28678, -1.51631, 2.42314], [1.37351, -0.29709, 1.99943], [1.46135, 0.41129, 3.21355], [1.87831, 1.75041, 3.18684], [2.39374, 2.34409, 1.90421], [1.85641, 2.49930, 4.35668], [1.42215, 1.94246, 5.54942], [1.02468, 0.61384, 5.57471], [1.04563, -0.16382, 4.42230], [0.64448, -1.61104, 4.45545], [-1.06785, 3.10280, -3.07150], [-0.00589, 1.77892, -2.57491], [-1.22410, 2.45250, -1.46286], [-3.35248, 2.72783, -3.70794], [-5.05567, 1.16152, -4.58196], [-4.67855, -1.27416, -4.39056], [-3.55976, -3.08748, -3.45740], [-2.24059, -2.83035, -2.29690], [-1.87176, -2.95571, -4.00188], [1.77391, -3.65022, -2.99388], [3.34590, -4.59660, -1.27342], [3.57968, -3.39574, 0.92428], [1.63284, 2.34860, 1.11646], [3.23460, 1.76567, 1.51836], [2.72049, 3.37361, 2.05745], [2.19065, 3.53121, 4.33295], [1.40745, 2.53542, 6.45544], [0.70412, 0.16449, 6.50824], [0.29417, -1.89743, 5.44683], [1.49469, -2.24014, 4.18546], [-0.14760, -1.82071, 3.73117], [-5.38812, 1.40598, 4.38422], [-6.46205, 0.48081, 3.80217], [-7.38013, 0.06817, 4.96341], [-5.76125, -0.80125, 3.31148], [-7.31479, 1.13369, 2.64815], [-8.10601, 0.11091, 2.04108], [-8.31929, 2.25168, 3.08610], [-7.97814, 3.75401, 3.00039], [-6.96076, 4.27257, 3.98260], [-7.23533, 4.25593, 5.34821], [-6.29235, 4.66247, 6.27701], [-5.05284, 5.10057, 5.83489], [-3.85513, 5.59352, 6.99109], [-4.76364, 5.16314, 4.48259], [-5.72504, 4.75523, 3.56740], [-6.51270, 1.72758, 1.47994], [-5.49571, 0.90174, 0.86179], [-4.17634, 1.04966, 0.96999], [-3.55420, 0.08120, 0.32641], [-4.58419, -0.63704, -0.20476], [-5.77477, -0.17488, 0.10013], [-4.76973, 0.82700, 5.07496], [-5.80975, 2.23763, 4.94313], [-4.72278, 1.81368, 3.62244], [-6.79724, -0.50063, 5.68841], [-8.20155, -0.57849, 4.64366], [-7.79843, 0.92414, 5.49290], [-5.40685, -1.35859, 4.18044], [-4.88677, -0.58763, 2.69777], [-6.42706, -1.44149, 2.73720], [-8.67293, -0.27953, 2.71448], [-8.68442, 2.03700, 4.09058], [-9.17073, 2.10403, 2.41896], [-8.92017, 4.28029, 3.17642], [-7.67832, 4.02270, 1.98691], [-8.20344, 3.91168, 5.69513], [-6.50996, 4.64477, 7.33607], [-3.79846, 5.52957, 4.15704], [-5.50037, 4.81524, 2.50756], [-5.99831, 2.62456, 1.81554], [-7.22698, 2.00171, 0.70340], [-3.71476, 1.86057, 1.50993], [-4.44175, -1.49690, -0.83827], [-0.54755, 5.98634, 2.63240], [-0.88303, 4.67270, 2.83990], [-0.94320, 3.75432, 1.77822], [-1.30019, 2.49804, 1.97755], [-1.58625, 2.12375, 3.23031], [-1.54511, 3.03891, 4.26606], [-1.20838, 4.30917, 4.07465], [0.01648, 6.20436, 1.82832], [-0.31757, 6.49864, 3.46945], [-0.71788, 4.06342, 0.76242], [-1.85809, 1.08895, 3.40376], [-1.79396, 2.74517, 5.27809]], "e_tot_ev": -78144.3284, "gap_ev": 7.35}